Run i
# C4H7NS3

An isolated molecule of C4H7NS3 (ωB97M-V/def2-TZVPD, the Open Molecules 2025 dataset).

Structure (SMILES) ... CSNC(=S)[C@@H]1CS1
HOMO energy ... -8.720 eV

```
15
C4H7NS3 | the Open Molecules 2025 dataset | ωB97M-V/def2-TZVPD
C 2.2730 -0.1976 0.9840
C -0.6179 1.0067 -0.1721
C -0.9637 -0.3784 -0.7232
C -2.2897 -1.0415 -0.4386
H 3.0669 0.5032 1.5305
H 1.0012 -0.2386 1.3583
H 2.7422 -1.4376 0.8119
H 0.8508 2.3268 -0.2088
H -0.4215 -0.4982 -1.7428
H -2.7878 -1.4036 -1.3764
H -2.9756 -0.5976 0.2093
N 0.7049 1.3050 -0.2540
S 1.8852 0.3202 -0.6861
S -1.6540 2.1738 0.3511
S -0.8141 -1.8425 0.3569
```

Run ii
# C4H7NS3

A structure of composition C4H7NS3 (ωB97M-V/def2-TZVPD, the Open Molecules 2025 dataset).

HOMO energy ... -8.248 eV

```
15
C4H7NS3 | the Open Molecules 2025 dataset | ωB97M-V/def2-TZVPD
C -0.1930 -3.9871 0.0214
C -0.6460 -1.5371 0.3817
C -1.0548 -0.2495 0.6661
C -0.4381 1.0060 0.4818
H 0.4902 -3.7089 1.0366
H -1.4001 -4.2284 0.2974
H 0.0077 -5.1394 -0.7740
H -1.3326 -2.1883 0.8407
H -1.8227 -0.2915 1.4177
H 1.2729 -0.2373 -0.3613
H 2.7889 2.0190 1.1041
N 0.8384 0.7992 0.0848
S 0.0858 -2.2648 -1.0795
S -1.2047 2.4468 0.7210
S 1.6263 2.1171 -0.4828
```

Structures ranked by computed energy, the most stable listed first: run i, run ii.